*P*
The following is a DFT calculation (ωB97M-V with the def2-TZVPD basis set) of C9H11NS as an isolated structure.

Output
E_HOMO = -0.3208 Ha
Orbital gap = 9.6 eV
LUMO level = 0.843 eV

```
! wB97M-V def2-TZVPD RIJCOSX def2/J DEFGRID3
* xyz 0 1
C -0.34600 -0.37172 1.55031
C -1.07763 -1.14981 0.37374
C -2.54660 -0.71095 -0.27696
C -1.26049 1.13677 -0.54377
C -0.30464 0.03652 0.07569
C 1.22800 -0.01993 -0.31323
C 2.04150 1.02514 0.32270
C 3.36256 0.91067 0.14446
C 1.92382 -0.99381 -0.79331
H -0.92379 0.24791 2.47191
H 0.69869 -0.92905 1.92559
H -0.76904 -2.27167 0.07519
H -3.19744 -0.24770 0.44611
H -2.98999 -1.65745 -0.57384
H -2.18149 0.34888 -2.03880
H -1.44696 2.19679 0.07736
H -0.84209 1.61422 -1.54454
H 1.44777 1.77056 0.74255
H 4.38006 1.44058 0.26966
H 1.59271 -2.14632 -0.82478
N -2.46222 0.36386 -1.06766
S 3.67327 -0.59351 -0.49839
*
```


*Q*
The following is a DFT calculation (ωB97M-V with the def2-TZVPD basis set) of a 2-piece molecular cluster, C9H11NS overall.

Output
E_HOMO (alpha / beta) = -0.2135 / -0.2060 Ha
Orbital gap (alpha / beta) = 3.9 / 3.5 eV
LUMO level (alpha / beta) = -1.891 / -2.117 eV

```
! wB97M-V def2-TZVPD RIJCOSX def2/J DEFGRID3
* xyz 0 1
C 2.85221 -0.32552 0.06864
C 2.30111 0.13999 -1.11239
C 2.22225 -0.29039 1.34367
C 1.05077 0.73056 -1.08671
C 0.90870 0.25542 1.39900
C 0.27839 0.69473 0.22911
C -2.22980 1.08974 -0.65135
C -2.28120 0.82449 0.86759
C -1.04912 0.99174 0.15278
N -1.77734 -3.66301 0.13068
S -1.53719 -2.12207 -0.51613
H 3.90650 -0.58291 0.11217
H 2.90948 0.14498 -2.01570
H 2.70682 -0.72325 2.22098
H 0.51676 1.09916 -1.92790
H 0.54765 0.47036 2.37112
H -2.54950 0.30056 -1.34595
H -2.51522 2.07159 -1.09177
H -2.89574 1.74290 1.23111
H -2.33987 -0.21336 1.24094
H -1.65232 -4.42556 -0.49841
H -1.41514 -3.75788 1.04100
*
```


Short version: *Q* is the least stable of them.